{"formula": "C76H209N19O19", "method": "ωB97M-V/def2-TZVPD", "mol_weight_da": 1693.622, "e_homo_ev": -8.1, "e_tot_ev": -149400.9423, "de_lowest_kcal_mol": 116.7, "symbols": ["C", "C", "C", "O", "C", "N", "H", "H", "H", "H", "H", "H", "H", "H", "H", "H", "H", "C", "C", "C", "O", "C", "N", "H", "H", "H", "H", "H", "H", "H", "H", "H", "H", "H", "C", "C", "C", "O", "C", "N", "H", "H", "H", "H", "H", "H", "H", "H", "H", "H", "H", "C", "C", "C", "O", "C", "N", "H", "H", "H", "H", "H", "H", "H", "H", "H", "H", "H", "C", "C", "C", "O", "C", "N", "H", "H", "H", "H", "H", "H", "H", "H", "H", "H", "H", "C", "C", "C", "O", "C", "N", "H", "H", "H", "H", "H", "H", "H", "H", "H", "H", "H", "C", "C", "C", "O", "C", "N", "H", "H", "H", "H", "H", "H", "H", "H", "H", "H", "H", "C", "C", "C", "O", "C", "N", "H", "H", "H", "H", "H", "H", "H", "H", "H", "H", "H", "C", "C", "C", "O", "C", "N", "H", "H", "H", "H", "H", "H", "H", "H", "H", "H", "H", "C", "C", "C", "O", "C", "N", "H", "H", "H", "H", "H", "H", "H", "H", "H", "H", "H", "C", "C", "C", "O", "C", "N", "H", "H", "H", "H", "H", "H", "H", "H", "H", "H", "H", "C", "C", "C", "O", "C", "N", "H", "H", "H", "H", "H", "H", "H", "H", "H", "H", "H", "C", "C", "C", "O", "C", "N", "H", "H", "H", "H", "H", "H", "H", "H", "H", "H", "H", "C", "C", "C", "O", "C", "N", "H", "H", "H", "H", "H", "H", "H", "H", "H", "H", "H", "C", "C", "C", "O", "C", "N", "H", "H", "H", "H", "H", "H", "H", "H", "H", "H", "H", "C", "C", "C", "O", "C", "N", "H", "H", "H", "H", "H", "H", "H", "H", "H", "H", "H", "C", "C", "C", "O", "C", "N", "H", "H", "H", "H", "H", "H", "H", "H", "H", "H", "H", "C", "C", "C", "O", "C", "N", "H", "H", "H", "H", "H", "H", "H", "H", "H", "H", "H", "C", "C", "C", "O", "C", "N", "H", "H", "H", "H", "H", "H", "H", "H", "H", "H", "H"], "xyz": [[-3.519584, -0.676027, -2.863076], [-3.868264, -0.224527, -1.437896], [-5.330024, 0.375763, -1.451886], [-5.427124, 1.639153, -2.191346], [-6.675594, 1.735543, -2.917796], [-3.648494, -1.417207, -0.626466], [-3.696774, 0.026123, -3.677746], [-4.124724, -1.545817, -3.118776], [-2.463814, -0.946027, -2.839456], [-3.280304, 0.632183, -1.108566], [-5.703584, 0.530903, -0.439716], [-6.033624, -0.366647, -1.828526], [-6.631504, 0.954273, -3.676586], [-6.684724, 2.655653, -3.502106], [-7.584904, 1.708763, -2.317336], [-2.711444, -1.759847, -0.783446], [-3.724554, -1.143577, 0.342774], [1.280236, 3.320543, -5.185056], [0.849766, 2.228163, -6.105896], [-0.360224, 2.602243, -7.002756], [-0.773074, 1.504333, -7.894736], [-1.766914, 1.921463, -8.843626], [1.975056, 1.725423, -6.857616], [1.661166, 4.221253, -5.666426], [1.899046, 2.870693, -4.408646], [0.400566, 3.727873, -4.686696], [0.489826, 1.353933, -5.563436], [-0.127234, 3.414003, -7.691856], [-1.262144, 2.736793, -6.405656], [-2.781944, 1.999133, -8.454026], [-1.937624, 1.137853, -9.581806], [-1.439064, 2.749053, -9.472676], [1.641836, 1.175603, -7.636566], [2.501136, 2.509373, -7.216436], [-7.122924, -6.175227, 4.266114], [-8.080224, -5.264567, 3.435664], [-7.489664, -4.576497, 2.212544], [-6.286354, -3.871237, 2.579974], [-5.739234, -3.073097, 1.526894], [-9.344284, -5.929767, 3.091024], [-6.439704, -6.761827, 3.651924], [-7.653464, -6.844947, 4.942934], [-6.444974, -5.544917, 4.841614], [-8.353614, -4.460017, 4.118344], [-8.210804, -3.940597, 1.699054], [-7.222024, -5.395597, 1.545054], [-5.233624, -3.576247, 0.702694], [-5.065174, -2.324307, 1.942884], [-6.542394, -2.469627, 1.103984], [-9.693554, -6.330187, 3.949964], [-10.077594, -5.253527, 2.932764], [-1.871774, -10.479007, 4.915954], [-1.561884, -9.413477, 3.915994], [-2.678694, -8.340567, 3.748224], [-2.072544, -7.342917, 2.879684], [-2.959824, -6.201467, 2.875964], [-0.346054, -8.761127, 4.426934], [-1.226834, -11.357707, 4.922284], [-2.803434, -11.001817, 4.699664], [-1.883144, -9.930197, 5.857644], [-1.270684, -9.888297, 2.979054], [-2.961814, -7.849777, 4.679394], [-3.595474, -8.707657, 3.286864], [-2.650104, -5.399657, 2.205684], [-3.072894, -5.700057, 3.837164], [-3.961634, -6.469847, 2.540634], [-0.018854, -8.157307, 3.686374], [0.362786, -9.474867, 4.336314], [-3.888064, -6.150847, -0.579606], [-2.913994, -4.987207, -1.060776], [-1.741294, -5.646927, -1.716136], [-0.671934, -4.752287, -1.946856], [0.515896, -5.402167, -2.476636], [-3.596774, -4.060277, -1.988696], [-4.001114, -6.841617, -1.415166], [-4.828934, -5.708367, -0.252386], [-3.384074, -6.649377, 0.248374], [-2.624714, -4.363537, -0.214936], [-1.926924, -6.116947, -2.681916], [-1.365764, -6.501927, -1.153956], [0.729176, -6.369257, -2.021276], [1.434236, -4.816937, -2.429036], [0.377746, -5.593247, -3.540826], [-2.948584, -3.409967, -2.409456], [-4.188444, -3.410297, -1.491156], [4.608546, 0.664413, 0.891844], [4.442286, 0.291953, 2.392944], [4.791476, 1.478063, 3.380254], [6.188426, 1.744233, 3.433924], [6.465136, 2.806593, 4.347914], [3.214986, -0.316317, 2.667104], [4.664886, -0.211487, 0.245534], [5.432876, 1.334823, 0.648654], [3.773986, 1.248853, 0.504504], [5.216466, -0.399767, 2.725004], [4.373816, 1.258713, 4.362874], [4.258896, 2.342883, 2.984604], [6.086316, 2.560263, 5.339844], [5.899726, 3.701293, 4.087314], [7.528796, 3.032103, 4.424554], [3.139796, -0.363537, 3.673194], [3.366986, -1.259117, 2.338284], [2.422756, -6.998427, 0.769994], [1.427856, -6.751047, 1.950234], [1.723606, -5.526067, 2.827204], [2.972016, -5.538857, 3.431044], [3.113786, -6.189897, 4.632994], [0.077216, -6.716887, 1.398284], [2.507506, -6.021447, 0.294164], [1.991166, -7.779457, 0.144024], [3.388686, -7.342657, 1.139574], [1.436986, -7.594637, 2.640444], [0.893336, -5.409267, 3.523714], [1.689906, -4.593627, 2.263714], [4.124466, -6.008817, 4.998824], [3.109596, -7.276907, 4.552484], [2.371096, -5.858707, 5.358824], [-0.572504, -6.885107, 2.153044], [-0.047474, -7.512347, 0.788544], [-1.692164, 2.160763, 1.952544], [-0.192494, 2.113993, 2.508184], [0.021056, 2.295013, 4.066824], [-0.387844, 3.532583, 4.637614], [0.334146, 4.761093, 4.236424], [0.277416, 0.786373, 2.143264], [-2.167224, 3.131833, 2.091994], [-2.336254, 1.502963, 2.536094], [-1.863814, 1.992473, 0.889384], [0.471896, 2.751023, 1.924324], [1.072406, 2.122853, 4.297304], [-0.570304, 1.480673, 4.485444], [-0.067464, 5.630483, 4.756964], [0.065376, 4.882653, 3.187104], [1.409126, 4.775173, 4.416164], [0.337656, 0.630923, 1.147124], [1.215546, 0.595363, 2.465014], [-1.186254, -3.020037, 2.806374], [-2.207684, -1.890517, 3.074504], [-1.997894, -1.140517, 4.432904], [-2.175624, -1.922827, 5.597214], [-2.399624, -1.194827, 6.811524], [-2.194054, -0.935847, 1.962704], [-1.062704, -3.852877, 3.498624], [-0.183934, -2.598177, 2.732234], [-1.507994, -3.450357, 1.858014], [-3.211974, -2.313887, 3.090514], [-2.770564, -0.371757, 4.423734], [-1.058114, -0.612117, 4.593274], [-1.594284, -0.500517, 7.051214], [-2.516384, -1.919457, 7.617364], [-3.316524, -0.619817, 6.682094], [-1.594154, -0.157347, 2.195454], [-1.638884, -1.375357, 1.242494], [6.116276, -3.448847, 2.456694], [5.194236, -3.204007, 1.222304], [5.282746, -4.360467, 0.131984], [4.638356, -3.908937, -1.097306], [4.478286, -4.885937, -2.124666], [3.797996, -3.120017, 1.677934], [6.282876, -2.528007, 3.015624], [7.116086, -3.806727, 2.210934], [5.770646, -4.190017, 3.177324], [5.443276, -2.271167, 0.716454], [4.830466, -5.258357, 0.553094], [6.271026, -4.710887, -0.165696], [4.195686, -4.329357, -3.018226], [3.662426, -5.571317, -1.895046], [5.445526, -5.366987, -2.270076], [3.678286, -3.995857, 2.166464], [3.293126, -3.302517, 0.822424], [1.554386, -2.092907, -1.392246], [0.462606, -1.418147, -0.594906], [0.022846, 0.000983, -0.925826], [1.173056, 0.854273, -1.000546], [1.004086, 2.111013, -1.631156], [-0.705944, -2.325487, -0.487496], [2.488856, -1.534987, -1.332486], [1.151786, -2.208027, -2.398616], [1.710816, -3.062807, -0.920096], [0.819126, -1.401747, 0.435004], [-0.720694, 0.364743, -0.216646], [-0.483344, -0.086707, -1.887166], [0.771066, 1.940273, -2.682186], [1.962606, 2.626593, -1.690506], [0.305446, 2.775293, -1.122506], [-0.410024, -3.092677, 0.098974], [-0.659294, -2.908517, -1.310906], [4.809406, 4.555033, -3.853466], [5.689396, 3.460403, -4.429476], [6.220716, 2.392143, -3.510716], [7.138796, 1.455533, -4.067886], [8.080266, 0.906743, -3.213136], [4.895666, 2.886843, -5.477856], [3.894106, 4.175083, -3.399636], [4.627136, 5.301273, -4.626766], [5.415976, 5.087163, -3.120646], [6.524586, 4.025593, -4.843156], [5.445636, 1.936533, -2.894456], [6.787756, 2.999273, -2.805046], [7.790946, 0.828273, -2.165166], [8.949416, 1.563333, -3.173596], [8.405166, -0.074927, -3.557926], [3.932276, 2.764553, -5.200356], [5.252416, 1.943393, -5.530196], [-2.601574, 3.131853, -3.128566], [-2.864064, 4.288813, -2.146346], [-2.032214, 5.597903, -2.500436], [-0.625044, 5.223173, -2.340476], [0.244966, 6.359413, -2.648076], [-4.300574, 4.483833, -2.243326], [-2.607174, 3.447293, -4.171906], [-3.376414, 2.382873, -2.964936], [-1.689534, 2.603593, -2.850696], [-2.791064, 3.961673, -1.109156], [-2.326894, 6.354503, -1.773236], [-2.194544, 5.999753, -3.500566], [1.279536, 6.017183, -2.673586], [0.183726, 7.199873, -1.956726], [0.006746, 6.617273, -3.679996], [-4.617684, 3.622673, -1.821476], [-4.578844, 5.171443, -1.557866], [0.078186, -2.039257, -5.005586], [-0.268174, -2.204737, -6.432616], [-1.681374, -1.687177, -6.751356], [-2.616394, -2.342587, -5.876706], [-4.000514, -2.157507, -6.195846], [0.812146, -1.608197, -7.157116], [-0.578514, -2.704027, -4.444396], [-0.129004, -0.994707, -4.773026], [1.139226, -2.165767, -4.790456], [-0.266054, -3.250437, -6.740206], [-1.945184, -1.871237, -7.792816], [-1.703034, -0.607287, -6.604806], [-4.639374, -2.710917, -5.507586], [-4.160244, -2.455577, -7.232056], [-4.295304, -1.109467, -6.248866], [1.652966, -1.949757, -6.713886], [0.854286, -0.606017, -7.039006], [-5.205364, 9.746633, -1.243956], [-6.048134, 8.545013, -1.356016], [-5.876824, 7.601173, -0.075206], [-4.607564, 6.899883, -0.199256], [-4.410014, 5.920463, 0.790584], [-7.413434, 8.879483, -1.628946], [-5.372004, 10.538183, -1.974556], [-4.163434, 9.428153, -1.211496], [-5.419174, 10.249923, -0.301046], [-5.801284, 7.956163, -2.239436], [-6.797494, 7.017693, -0.069456], [-5.924394, 8.186533, 0.843044], [-3.595494, 5.270673, 0.470534], [-5.322064, 5.379063, 1.041874], [-3.996874, 6.398573, 1.678744], [-8.006984, 8.066653, -1.544636], [-7.761664, 9.551123, -0.959816], [4.049976, 5.677103, 2.038444], [2.928746, 5.158533, 1.167084], [2.656616, 6.294783, 0.228614], [2.161626, 7.469333, 0.889884], [2.083736, 8.649513, 0.176404], [3.498316, 4.010383, 0.552044], [4.404686, 4.893053, 2.707424], [3.699296, 6.444563, 2.728464], [4.839226, 6.113493, 1.426264], [2.055916, 4.880683, 1.757894], [1.822676, 5.893723, -0.347396], [3.473216, 6.559243, -0.443196], [1.619456, 8.436753, -0.786546], [3.085446, 9.074683, 0.113884], [1.361066, 9.210233, 0.769224], [2.956856, 3.457823, -0.097256], [3.751436, 3.336713, 1.260704], [-1.200844, 7.078323, 1.703614], [-0.868304, 8.338043, 2.486114], [-2.029704, 8.789803, 3.356394], [-3.136254, 9.325173, 2.657304], [-2.922694, 10.613413, 2.068304], [0.219416, 7.857623, 3.318804], [-0.262754, 6.770443, 1.241784], [-1.978054, 7.315863, 0.977244], [-1.453594, 6.220933, 2.327394], [-0.539354, 9.198553, 1.903524], [-1.606054, 9.545023, 4.018414], [-2.405534, 7.976523, 3.977214], [-3.790704, 11.116953, 1.642744], [-2.266444, 10.553523, 1.200064], [-2.723154, 11.361133, 2.835904], [0.826576, 8.630283, 3.552154], [0.768496, 7.239913, 2.738264], [2.350246, -2.762187, 5.262374], [2.653986, -1.759237, 6.450384], [3.403546, -2.342987, 7.622374], [3.572956, -1.335467, 8.636854], [4.026306, -1.967107, 9.889084], [3.364076, -0.610007, 5.819034], [1.494056, -2.361057, 4.720044], [1.934746, -3.715217, 5.589804], [3.281666, -2.787717, 4.696764], [1.712026, -1.342197, 6.806604], [4.348846, -2.823987, 7.371084], [2.768066, -3.117297, 8.052144], [3.182976, -2.519947, 10.302944], [4.385446, -1.209797, 10.585934], [4.854026, -2.659727, 9.736614], [3.479956, 0.118563, 6.508864], [4.330166, -0.904297, 5.806114], [4.942836, -1.268607, -3.894426], [4.358926, -0.482357, -5.096916], [3.923456, -1.368907, -6.299016], [3.156056, -2.542377, -5.927116], [3.140336, -3.607847, -6.888246], [3.285536, 0.328803, -4.549426], [5.985786, -1.555327, -4.029146], [4.293076, -2.112407, -3.662226], [4.972756, -0.728447, -2.948146], [5.196726, 0.158563, -5.371556], [4.846616, -1.694837, -6.778236], [3.400776, -0.797337, -7.065966], [2.582166, -4.436877, -6.453206], [4.189506, -3.882367, -6.997666], [2.709436, -3.396097, -7.866816], [2.708316, 0.625453, -5.323326], [2.700896, -0.260387, -3.973976]], "atomic_forces_ev_per_a": [[0.1, 0.4, 0.1], [-1.2, 0.6, -1.5], [0.1, -0.4, 0.4], [-0.6, -1.2, 0.6], [1.3, -0.1, -0.6], [-1.8, 0.9, 0.2], [0.2, 0.4, 0.3], [0.1, -0.2, 0.2], [0.1, -0.2, -0.4], [0.6, 0.1, -0.1], [0.3, 0.3, 0.4], [0.0, -0.1, -0.6], [-0.6, -0.3, 0.1], [0.3, 0.3, 0.4], [0.2, -0.3, 0.3], [0.3, 0.1, 0.2], [0.4, -0.2, 0.3], [-1.2, 0.4, 0.8], [-1.3, -0.9, -1.4], [-0.6, -1.0, -0.8], [0.3, 0.4, 0.0], [0.4, -1.1, -0.3], [0.4, 0.2, -0.4], [0.7, -0.4, -0.3], [0.4, 0.5, -0.1], [-0.2, -0.2, 0.4], [-0.2, 0.0, 0.7], [0.0, 0.6, 0.4], [0.2, 0.9, 0.3], [0.1, 0.8, 0.7], [0.6, -0.5, 0.1], [-0.1, 0.5, 0.5], [0.0, 0.0, -0.3], [0.3, 0.0, -0.3], [0.2, 0.6, -0.9], [-0.3, 0.9, 1.3], [1.4, -1.0, 0.2], [-0.3, -0.1, -0.4], [-0.8, 0.7, 0.4], [0.0, -0.6, 0.0], [-0.3, -0.3, -0.3], [-0.1, 0.1, -0.1], [-0.2, 0.1, 0.1], [0.3, 0.4, 0.3], [-0.1, 0.3, 0.1], [0.1, 0.0, -0.5], [0.0, -0.5, 0.2], [0.2, -0.4, 0.3], [-0.2, 0.0, -0.3], [0.2, -0.6, 0.2], [0.1, 0.5, -0.6], [-1.2, -0.5, 0.2], [0.2, 0.2, -0.1], [1.7, -0.2, -0.8], [-2.2, 0.6, 1.0], [-0.2, 0.4, -0.4], [0.3, 0.3, -0.5], [0.8, 0.5, 0.1], [-0.6, 0.5, 0.2], [-0.2, -0.7, 0.4], [-0.8, 0.2, -0.6], [0.3, -0.2, 0.3], [0.0, -0.3, -0.1], [0.6, -0.5, -0.2], [0.3, -0.4, 0.4], [-0.1, -0.3, 0.0], [-0.2, 0.7, 0.1], [0.3, -0.4, 0.6], [1.4, 1.5, -0.5], [-1.6, 0.0, -0.3], [1.2, -0.8, -0.6], [1.9, 0.1, 0.0], [-0.9, 0.0, -0.5], [-0.2, -0.8, -0.5], [-0.4, 0.0, 0.1], [-0.1, -0.3, -0.1], [-0.2, -0.2, 0.0], [0.5, -0.5, 0.6], [-1.0, 0.2, -0.3], [0.0, 0.1, 0.8], [-0.3, 0.0, 0.4], [-0.5, 0.5, 0.5], [-0.2, -0.1, -0.2], [0.5, -0.2, -0.2], [-0.2, -0.1, 0.4], [-0.2, 0.4, 0.3], [3.3, 1.9, 0.2], [-0.7, -0.3, -1.5], [-0.1, 0.1, 0.2], [-0.8, -0.3, 0.0], [-1.7, 0.1, 0.1], [0.1, -0.1, 0.1], [0.6, -0.3, 0.4], [-0.6, -0.3, 0.3], [0.8, -0.3, -0.6], [0.1, -0.1, 0.2], [-0.1, 0.6, 0.2], [0.1, -0.3, 0.3], [0.2, 0.3, -0.4], [-0.1, -0.3, -0.4], [-0.3, -0.3, 0.4], [-0.8, -0.6, 0.0], [-0.7, 0.5, 1.7], [0.4, -0.8, -0.5], [-1.0, 0.2, -1.0], [0.8, 0.4, -0.8], [0.5, -0.8, 0.9], [0.3, 0.8, 0.0], [0.2, -0.2, -0.6], [0.1, 0.2, -0.3], [0.1, 0.2, -0.1], [0.8, -0.4, 0.2], [0.0, -0.2, 0.6], [-0.1, 0.0, -0.5], [-0.1, 0.5, 0.1], [-0.5, -0.3, -0.2], [0.0, -0.1, 0.2], [-0.2, 0.2, -0.1], [0.0, -0.1, -0.2], [0.5, 1.4, 1.5], [-0.6, -0.3, -1.2], [-0.4, 0.6, -1.6], [0.5, 0.8, 0.2], [-1.4, -1.4, -0.3], [0.1, -1.1, 0.9], [0.3, 0.4, 0.3], [0.2, -0.2, -0.1], [0.7, -0.5, -0.1], [-0.3, 1.2, 0.2], [0.3, -0.2, -0.1], [-0.1, 0.3, 0.5], [-0.3, -0.4, 0.2], [0.6, 0.3, -0.2], [0.2, -0.6, -0.1], [0.0, 0.5, 0.1], [0.4, -0.1, 0.2], [-0.2, 0.2, 0.0], [0.8, -0.4, 1.5], [-0.7, 0.4, 0.1], [-0.1, -1.0, 0.4], [-0.2, -0.2, -1.2], [0.0, -0.2, 0.4], [-0.6, 0.2, 0.4], [0.1, 0.2, -0.4], [0.4, -0.2, -0.2], [0.0, -0.3, 0.4], [-0.3, 0.4, 0.0], [0.5, -0.1, -0.9], [0.3, 0.0, -0.1], [0.0, 0.0, -0.1], [-0.2, 0.2, 0.3], [0.2, 0.0, 0.3], [-0.2, -0.2, -0.6], [0.3, 0.2, -0.5], [0.7, -1.4, -0.4], [0.1, 0.6, -0.5], [-0.2, 0.0, 1.2], [0.2, 0.9, 0.7], [0.6, -0.4, -0.5], [-0.2, 0.1, -0.1], [0.0, 0.1, -0.5], [-0.6, -0.1, -0.2], [0.2, 0.0, 0.1], [-0.6, -0.1, 0.0], [0.6, 0.5, 0.3], [0.1, 0.0, -0.1], [0.2, -0.4, 0.1], [-0.1, -0.5, -0.2], [-0.3, -0.1, 0.7], [-0.7, 0.5, -0.3], [-0.3, 0.7, 0.1], [0.0, -0.4, 2.3], [0.5, -0.2, -1.3], [-0.1, -0.4, 0.5], [0.2, -0.5, -0.4], [0.4, 0.1, -0.7], [0.0, 0.0, -0.4], [0.5, -0.2, -0.3], [0.1, -0.1, -0.2], [0.4, 0.4, 0.3], [-0.1, 0.0, 0.1], [-0.1, 0.4, -0.5], [-0.7, 0.2, -0.1], [0.2, -0.2, 0.4], [-0.3, -0.1, -0.1], [0.0, 0.1, 1.0], [-0.7, 0.2, -1.0], [1.2, 0.3, 1.2], [-0.9, 0.3, -0.9], [1.2, 1.3, 2.2], [-1.7, 0.2, -1.3], [0.9, 0.3, 0.8], [0.3, -0.9, -1.4], [-0.1, 0.1, 0.0], [-0.3, -0.3, -0.2], [-0.3, 0.1, 0.5], [0.4, -0.3, -0.3], [-0.3, -0.5, -0.4], [0.3, 0.0, 0.6], [-0.6, -0.2, 0.1], [0.4, 0.1, -0.1], [-0.2, 0.0, -0.2], [0.0, 0.0, 0.3], [-0.3, -0.2, -0.8], [0.5, -0.3, 1.2], [0.2, 0.5, -1.6], [0.4, -2.0, 1.5], [-0.1, 1.6, 0.1], [-0.6, -1.6, -0.6], [-0.7, 0.7, -0.1], [0.1, 0.1, 0.1], [-0.2, 0.1, -0.3], [0.4, 0.2, -0.4], [1.7, 0.1, 0.2], [0.2, 0.3, 0.1], [-0.2, -0.3, -0.2], [-0.1, -0.3, 0.3], [-0.4, 0.0, 0.0], [0.0, 0.7, 0.0], [-0.8, -0.3, -0.4], [-0.1, 0.6, -0.1], [-1.0, -0.1, 1.4], [-0.3, -0.5, -0.5], [-0.1, -0.1, 0.4], [-0.1, 0.1, 0.0], [1.0, 0.3, -0.9], [0.2, 0.8, -2.0], [0.2, 0.2, 0.7], [-0.2, 0.2, 0.4], [-0.2, -0.5, -0.1], [-0.1, -0.3, 0.2], [0.0, -0.2, -0.2], [-0.1, 0.3, 0.1], [0.3, 0.0, 0.0], [-0.2, -0.6, -0.1], [0.1, 0.4, 0.6], [-0.1, 0.1, -0.1], [-0.4, 0.2, 0.1], [0.8, 1.1, 0.6], [-0.2, -1.9, 0.4], [0.7, 1.0, -1.6], [-1.8, 0.4, -0.3], [0.7, 0.4, 0.6], [-1.0, 0.5, 0.4], [0.1, -0.4, -0.5], [0.1, 0.3, -0.1], [0.0, 0.0, 0.4], [0.7, -0.3, 0.2], [0.4, -1.1, 0.0], [0.4, 0.2, 0.2], [-0.3, -0.3, -0.3], [0.0, -0.2, -0.1], [-0.3, 0.1, 0.4], [-0.1, -0.1, -0.1], [-0.1, 0.2, 0.1], [-0.2, 0.2, 1.7], [1.4, 1.0, 1.3], [-2.1, 0.3, -1.2], [0.5, -2.3, 1.5], [-0.5, -0.5, 0.0], [0.6, -1.3, -1.2], [0.4, -0.1, -0.2], [-0.1, 0.3, -0.1], [0.1, -0.3, 0.1], [-0.4, 0.5, 0.1], [-0.2, 0.3, -0.9], [0.3, -0.3, 0.1], [0.2, 0.4, -0.4], [-0.2, 0.6, -0.3], [0.4, 0.7, -0.3], [-0.6, 0.4, -0.2], [0.3, 0.1, 0.1], [-0.1, 0.7, -1.1], [-0.4, -1.5, 0.5], [0.4, 0.6, 0.2], [-0.7, 0.6, -0.7], [-0.3, -0.1, 0.2], [0.4, 0.7, 0.9], [-0.2, 0.0, -0.7], [0.0, -0.5, -0.2], [-0.5, 0.4, 0.3], [-0.2, -0.1, -0.7], [-0.1, 0.3, 0.4], [0.0, -0.1, -0.1], [-0.9, -1.1, 0.0], [0.7, 0.2, 0.4], [1.2, -0.1, 0.1], [0.2, 0.0, 0.3], [0.4, 0.1, 0.1], [-0.2, 1.1, 1.7], [-0.4, 0.3, -1.4], [-0.9, 0.1, 0.9], [1.0, -1.0, 0.7], [-0.5, 0.6, -1.1], [0.3, -0.4, 0.7], [0.5, 0.4, -0.5], [0.7, -0.3, 0.2], [-0.4, -0.6, -0.4], [-0.1, -0.2, 0.2], [0.3, 0.2, -0.3], [-0.1, -0.4, 0.0], [0.0, 0.0, 0.2], [-0.3, 0.2, -0.2], [0.1, -0.1, -0.3], [-0.6, 0.4, 0.4], [0.6, -0.3, -0.7], [-0.1, -0.4, -0.1], [-0.1, -0.8, 1.4], [1.0, -0.7, 0.2], [0.0, 0.7, 0.0], [1.0, 0.1, 0.6], [-0.3, 0.1, -0.1], [-0.1, -0.5, -0.4], [0.2, -0.4, -0.2], [-0.3, 0.7, -0.3], [-0.2, 0.0, -0.7], [0.2, -0.3, -0.1], [-0.3, 0.2, 0.2], [0.0, 0.1, 0.1], [0.0, -0.5, -0.4], [-0.1, 0.5, 0.1], [-0.2, 0.4, -0.2], [-0.1, -0.2, 0.3]]}